[1]
The following is a quantum chemistry calculation of a structure of composition C17H23N2O8RuS2Si, from the OMol25 dataset.

Element x y z (Å)
Ru 0.1714 -0.4010 -0.0917
O -1.3603 1.7666 3.0222
S -0.8068 0.6382 2.3404
O 0.5564 0.8536 1.8212
O -1.6195 0.1298 1.2051
C -0.6118 -0.6362 3.5780
C -1.0339 -0.3104 4.8577
C -0.7497 -1.1518 5.9232
C -0.0207 -2.3098 5.7167
C 0.3844 -2.6552 4.4355
C 0.0832 -1.8301 3.3622
S 0.5810 -2.4339 1.7549
O 1.0455 -3.7694 1.9634
O -0.6064 -2.3107 0.8747
O 1.6105 -1.5164 1.2127
H -1.5665 0.6186 4.9998
H -1.0831 -0.8897 6.9185
H 0.2286 -2.9536 6.5496
H 0.9336 -3.5646 4.2411
C 1.7971 -3.3885 -3.1174
C 1.2937 -2.0331 -2.7049
O 1.4016 -1.6628 -1.5341
N 0.7478 -1.2865 -3.6722
C 0.1722 0.0200 -3.4188
C -1.2150 -0.0968 -2.8595
C -2.3205 0.3886 -3.5298
C -3.5782 0.2329 -2.9656
C -3.6987 -0.4382 -1.7632
C -2.5531 -0.9085 -1.1503
N -1.3366 -0.7319 -1.6789
H 2.4151 -3.7892 -2.3197
H 2.3720 -3.3364 -4.0410
H 0.9458 -4.0555 -3.2631
H 0.6010 -1.7087 -4.5738
H 0.1706 0.5922 -4.3439
H 0.7747 0.5517 -2.6833
H -2.1944 0.8954 -4.4766
H -4.4527 0.6233 -3.4695
H -4.6608 -0.5819 -1.2938
H -2.5857 -1.4460 -0.2139
C 1.5485 3.6581 -2.0474
Si 1.1699 2.7187 -0.4459
C 0.0686 3.8666 0.5553
C 2.8115 2.4120 0.4036
O 0.3380 1.3998 -0.9452
H 1.9745 4.6400 -1.8282
H 0.6334 3.7983 -2.6287
H 2.2630 3.1015 -2.6611
H 0.5726 4.8133 0.7597
H -0.2069 3.3940 1.4987
H -0.8462 4.0597 -0.0098
H 3.3300 3.3502 0.6094
H 3.4587 1.7875 -0.2181
H 2.6527 1.8865 1.3459

The calculation puts the total energy at -69494.2883 eV. The calculation puts the molar mass at 576.67 g/mol. Its HOMO energy (alpha / beta) is -0.3223 / -0.3178 Eh. The calculation puts the energy relative to the best compared isomer or geometry (same formula, charge and spin) at 123.2 kJ/mol. The gap between HOMO and LUMO (alpha / beta) is 0.2837 / 0.2857 Ha. Its multiplicity is 2.

[2]
The following is a quantum chemistry calculation of an isolated molecule of C4H9N7, from the OMol25 dataset.

Element x y z (Å)
H -3.7837 -0.3743 -1.3467
N -3.1344 -1.1286 -0.9017
C -2.0473 -0.8040 -0.3798
N -1.4278 -1.4648 0.6617
N -1.4948 0.5362 -0.6391
C -0.5044 0.8585 0.6540
C 0.8142 1.2679 0.1661
C 1.7209 0.1405 -0.1210
N 1.7136 -1.0649 0.3487
N 2.7036 -1.8161 0.0007
N 3.4997 -0.9974 -0.6505
N 2.9892 0.1969 -0.6381
H -1.9349 -2.3470 0.9108
H -0.4481 -1.2973 0.8204
H -2.3718 1.3656 -0.7548
H -0.6263 0.1349 1.4557
H -0.8377 1.7371 1.2702
H 0.7382 2.1069 -0.7047
H 1.1992 1.8196 1.0230
H 3.2329 1.1305 -1.1748

As for the structure (SMILES): [H]/N=C(/N)NCCc1nnn[nH]1. The calculation puts the total energy at -14720.2739 eV. The calculation puts the molar mass at 155.17 g/mol. Its HOMO energy is -0.3292 Eh. The calculation puts the energy relative to the best compared isomer or geometry (same formula, charge and spin) at 359.2 kJ/mol. The gap between HOMO and LUMO is 0.3428 Ha.

[3]
The following is a quantum chemistry calculation of the ion C3H5N2S2 with charge +1, from the OMol25 dataset.

Element x y z (Å)
C -1.2952 -1.3611 -0.0818
C -3.3539 0.1612 0.0040
C 0.6453 0.0795 0.2054
N -1.7182 0.8015 0.0126
N -0.7689 -0.2060 -0.0031
S -4.6486 1.0546 0.0994
S -2.9952 -1.5736 -0.1248
H -0.7400 -2.3472 -0.3237
H 1.0950 0.5218 -0.6872
H 1.1549 -0.7988 0.1814
H 0.7316 0.4663 1.1949
H -1.7037 1.6359 0.6400

The net charge is +1. The calculation puts the total energy at -27832.7915 eV. The calculation puts the molar mass at 133.22 g/mol. Its HOMO energy is -0.5028 Eh. The calculation puts the energy relative to the best compared isomer or geometry (same formula, charge and spin) at 272.3 kJ/mol. The gap between HOMO and LUMO is 0.3279 Ha.

[4]
The following is a quantum chemistry calculation of an isolated molecule of C3H5NO2S, from the OMol25 dataset.

Element x y z (Å)
C 2.9433 0.3848 -0.6023
N 1.9558 0.4041 0.2306
S 0.7524 -0.8315 0.0412
C -0.4549 0.0252 1.0249
O -1.1606 0.9919 0.2185
C -2.2014 0.5080 -0.4829
O -2.6514 -0.6108 -0.4765
H 3.7903 1.0068 -0.3653
H 3.0371 -0.1913 -1.5488
H -1.1854 -0.7280 1.3409
H 0.0590 0.5454 1.8154
H -2.6563 1.2859 -1.0896

As for the structure (SMILES): C=NSCOC=O. The calculation puts the total energy at -19611.0376 eV. The calculation puts the molar mass at 119.14 g/mol. Its HOMO energy is -0.3346 Eh. The calculation puts the energy relative to the best compared isomer or geometry (same formula, charge and spin) at 142.2 kJ/mol. The gap between HOMO and LUMO is 0.3598 Ha.